Record 1
The following is a DFT calculation (ωB97M-V with the def2-TZVPD basis set) of C5H7ClO2 as an isolated structure at a distorted geometry.

Results
- Charge: 0
- Electronic energy: -21914.193 eV
- Frontier orbital gap: 10.35 eV

```
15
C5H7ClO2 | OMol25 | ωB97M-V with the def2-TZVPD basis set
C -0.003 0.727 0.061
C -1.284 0.148 -0.642
C 0.185 -1.294 0.268
C 0.072 -0.194 1.304
C 1.015 -0.323 -0.608
H 0.271 2.440 -0.763
H -2.208 0.455 -0.165
H -1.380 0.391 -1.683
H 0.439 -2.313 0.535
H -0.832 -0.211 1.886
H 0.952 -0.089 1.978
H 0.943 -0.346 -1.697
O 0.207 2.079 0.117
O -1.116 -1.273 -0.398
Cl 2.740 -0.198 -0.192
```


Record 2
The following is a DFT calculation (ωB97M-V with the def2-TZVPD basis set) of a 2-piece molecular cluster, C5H7ClO2S overall at a distorted geometry.

Results
- Charge: 0
- Electronic energy: -32745.578 eV
- Frontier orbital gap: 9.72 eV

```
16
C5H7ClO2S | OMol25 | ωB97M-V with the def2-TZVPD basis set
C -1.941 -1.734 0.782
C -1.505 -0.537 0.458
C 0.559 0.859 -1.158
C 0.997 1.253 0.283
C 0.516 -0.107 -0.048
O -2.692 1.219 -1.200
O -3.079 1.519 1.123
S -2.831 0.611 0.072
Cl -4.508 -0.668 -0.133
H -3.099 -1.943 0.849
H -1.248 -2.566 0.761
H -0.467 1.414 -1.495
H 1.144 0.533 -2.044
H 2.117 1.218 0.356
H 0.423 2.002 0.890
H 0.855 -1.132 0.004
```


Record 3
The following is a DFT calculation (ωB97M-V with the def2-TZVPD basis set) of C5H7ClOS as an isolated structure at a distorted geometry.

Results
- Charge: 0
- Electronic energy: -30698.280 eV
- Frontier orbital gap: 8.40 eV

```
15
C5H7ClOS | OMol25 | ωB97M-V with the def2-TZVPD basis set
C -1.550 -1.382 -0.733
C -0.708 -0.749 0.283
C -0.328 -1.216 1.496
C 1.041 0.614 -0.369
C 1.428 1.987 -0.266
H -1.030 -1.020 -1.807
H -2.860 -0.934 -0.764
H -1.654 -2.458 -0.318
H -0.787 -2.115 2.010
H 0.311 -0.185 2.099
H 1.033 2.474 0.880
H 2.628 2.160 -0.202
O -0.250 0.447 0.137
S 2.099 -0.617 -0.997
Cl 0.628 2.994 -1.449
```


Record 4
The following is a DFT calculation (ωB97M-V with the def2-TZVPD basis set) of C5H7CsO3 as an isolated structure at a distorted geometry.

Results
- Charge: +1
- Electronic energy: -11976.758 eV
- Frontier orbital gap (alpha / beta): 8.07 / 8.80 eV
- Multiplicity: 2
- <S²>: 0.75

```
16
C5H7CsO3 | OMol25 | ωB97M-V with the def2-TZVPD basis set
O -0.518 1.045 -0.267
C -0.289 0.040 0.568
O -0.058 0.446 1.773
Cs -1.323 3.506 2.324
O 0.196 -1.045 0.175
C -0.433 0.815 -1.704
H 0.614 0.592 -1.944
H -1.043 -0.076 -1.933
C -0.935 2.023 -2.386
H -1.872 2.476 -2.061
H -0.447 2.377 -3.293
C 1.294 -2.160 1.700
C 1.212 -3.433 1.942
H 0.660 -0.596 2.214
H 2.286 -1.772 1.429
H 0.657 -4.240 1.463
```


Calculated values (kcal/mol) of energy relative to the best compared isomer or geometry (same formula, charge and spin) for the records, taken in order: 35.26, 64.74, 117.50, 69.41.